15
Properties=species:S:1:pos:R:3 method="wB97M-V/def2-TZVPD" e_above_lowest_ev=6.645 largest_force_ev_per_a=4.91 charge=+1 orbital_gap_ev="6.0 / 10.8" total_energy_ha=-266.8551
C 1.0175 -0.5245 -0.8372
C 0.2191 -0.8713 0.9008
C -3.2023 0.3274 -0.6745
C 2.1332 1.0340 0.8381
N 1.2149 0.0121 0.3671
N 0.1019 -1.4096 -0.3668
H 1.5319 -0.4261 -1.8387
H -0.1020 -1.0793 1.8520
H -2.4592 1.1282 -1.0870
H -2.7333 -0.5624 -0.5995
H -4.2469 0.5486 -0.3681
H 2.5030 0.8304 1.7828
H 2.8050 1.0544 0.0509
H 1.5513 2.0730 0.8751
H -0.3342 -2.1349 -0.8948

15
Properties=species:S:1:pos:R:3 method="wB97M-V/def2-TZVPD" e_above_lowest_ev=7.768 largest_force_ev_per_a=8.87 charge=+1 orbital_gap_ev="8.1 / 8.1" total_energy_ha=-266.8138
C -2.1330 0.8976 -0.7473
C 2.1947 -0.8385 0.9918
C 2.5203 0.4421 1.2105
C -1.5523 -0.3881 -0.9447
N 0.8623 -0.4554 -0.7215
N -0.2639 -0.5111 -0.5949
H -1.6106 1.7413 -0.8053
H -2.3972 0.8747 0.5185
H 1.8810 -1.4739 0.0940
H 2.1358 -1.3217 1.9647
H 2.9723 0.6420 2.1412
H 2.1486 1.2741 0.5900
H -2.2218 -1.2943 -0.3381
H -3.0482 0.6793 -1.2147
H -1.4879 -0.2683 -2.1442

15
Properties=species:S:1:pos:R:3 method="wB97M-V/def2-TZVPD" e_above_lowest_ev=9.327 largest_force_ev_per_a=5.61 charge=+1 orbital_gap_ev=8.6 total_energy_ha=-266.7565
C 2.5662 0.6347 -0.4052
C 0.9983 -0.5089 0.0768
C -1.2605 -0.1623 1.0188
C 0.1062 -0.9395 -0.9336
N -0.5481 1.4375 -0.6001
N -0.2897 0.1763 -0.0293
H 3.2770 -0.0439 0.0402
H -0.8294 0.2140 1.9932
H -2.3407 0.1719 0.7393
H -1.3685 -1.2308 1.2375
H 0.2379 -0.7001 -2.0035
H 1.1310 -1.1554 0.9182
H -0.4747 -1.8609 -0.8667
H -1.3283 1.9338 -0.2608
H 0.1234 2.0336 -0.9248

15
Properties=species:S:1:pos:R:3 method="wB97M-V/def2-TZVPD" e_above_lowest_ev=2.944 largest_force_ev_per_a=3.36 charge=+1 orbital_gap_ev=10.7 total_energy_ha=-266.9911
C 0.6062 0.8704 0.1566
C 0.3514 -0.9141 -1.5111
C -1.5138 1.9009 0.9498
C 1.1807 -0.7798 -0.3504
N -0.2805 1.3615 0.7106
N 0.9348 -1.5712 0.7288
H 0.1994 -0.0583 -2.0634
H -0.5527 -1.3908 -1.2479
H 0.8503 -1.5134 -2.2248
H -2.3192 1.4825 0.2966
H -1.7563 1.5267 1.9315
H -1.5799 2.9627 0.8228
H 2.2657 -0.5386 -0.5443
H 1.5789 -1.4396 1.4938
H 0.0349 -1.8989 0.8514

15
Properties=species:S:1:pos:R:3 method="wB97M-V/def2-TZVPD" e_above_lowest_ev=3.731 largest_force_ev_per_a=3.98 charge=+1 orbital_gap_ev=10.4 total_energy_ha=-266.9622
C -2.5680 0.7233 0.2862
C 0.1631 1.0046 0.4972
C -0.3502 -0.1803 1.0061
C 0.0924 -1.5600 0.5118
N -2.4749 0.2193 -0.7630
N 0.8548 0.9256 -0.7619
H -2.8097 1.2406 1.1847
H -0.3534 1.9407 0.4628
H -1.1939 0.0182 1.7411
H 0.4894 -1.4049 -0.4540
H -0.7552 -2.2733 0.4741
H 0.7847 -2.1555 1.1516
H 0.9967 1.8000 -1.2841
H 0.2550 0.4014 -1.5112
H 1.7063 0.3869 -0.7626

15
Properties=species:S:1:pos:R:3 method="wB97M-V/def2-TZVPD" e_above_lowest_ev=4.204 largest_force_ev_per_a=3.85 charge=+1 orbital_gap_ev=7.5 total_energy_ha=-266.9448
C -0.3698 -0.4136 0.6960
C 1.5259 -1.1698 -0.3470
C -1.4771 -0.0866 -0.4189
C 1.3845 1.2403 -0.1279
N -2.7211 -0.0312 -0.1971
N 0.9471 -0.1038 0.0556
H -0.4561 0.3650 1.4469
H -0.3986 -1.5122 0.9131
H 1.0873 -2.1430 -0.1909
H 2.5253 -1.0997 -0.9093
H 1.8597 1.6686 0.7537
H 2.1625 1.3010 -0.9929
H 0.5194 1.9910 -0.3994
H -3.2683 0.4142 -0.9297
H -3.3207 -0.4202 0.6475

15
Properties=species:S:1:pos:R:3 method="wB97M-V/def2-TZVPD" e_above_lowest_ev=5.176 largest_force_ev_per_a=4.69 charge=+1 orbital_gap_ev=10.5 total_energy_ha=-266.9091
C 2.1384 0.3189 -1.2565
C 1.3628 -0.5035 -0.3200
C -0.0027 0.1257 -0.3522
C -2.1997 -0.3913 0.7342
N 1.6904 0.8526 0.0024
N -0.7682 0.1889 0.9044
H 3.2587 0.1645 -1.1857
H 1.8157 0.3848 -2.2471
H 1.6814 -1.3496 0.2606
H -0.2137 0.7850 -1.2259
H -2.3331 -1.2143 -0.0169
H -2.5563 -0.7586 1.7422
H -2.8132 0.4626 0.3691
H -0.1448 -0.2597 1.5260
H -0.9159 1.1940 1.0656

16
Properties=species:S:1:pos:R:3 method="wB97M-V/def2-TZVPD" e_above_lowest_ev=3.563 largest_force_ev_per_a=5.29 charge=+1 orbital_gap_ev="8.1 / 8.1" total_energy_ha=-342.2263
C -0.8303 -0.6056 0.0597
C -0.9011 0.8657 0.0187
C 0.3614 1.5248 -0.2565
C 1.5608 -0.3698 0.3788
N 0.3891 -1.2425 0.1588
N -1.8897 -1.2997 -0.3197
O 2.5726 -0.6694 -0.3997
H -1.7273 1.2056 -0.7086
H -1.1986 1.3137 0.9667
H 0.7883 1.4998 -1.2369
H 0.8043 2.4001 0.3218
H 1.8942 -0.1513 1.3783
H 0.6937 -2.0587 -0.3173
H -2.8239 -0.9275 -0.3476
H -1.9667 -2.3634 -0.3385
H 3.3240 -0.7707 0.1494